DFT (ωB97M-V/def2-TZVPD) results for a 2-piece molecular cluster, C5H15NOS overall.

Each line ends with the Löwdin charge.
Geometry (Å):
C  -0.1072  0.2581  -2.1793  -0.284
H  1.1698  0.4601  2.6384  0.054
O  2.5795  -1.8259  0.0162  -0.079
H  1.2547  1.6943  0.6292  0.154
H  -1.0024  1.9271  1.6441  0.117
H  -0.3238  -1.3792  -0.7088  0.085
C  -0.5585  -1.1327  -1.8621  -0.547
H  -1.4535  0.0957  1.4109  0.121
S  -2.4119  -1.4759  -1.9883  0.663
H  0.9773  -0.0781  0.2691  0.046
H  -0.0535  1.2080  3.6981  0.096
H  0.8611  0.2994  -2.6901  0.102
C  -0.6013  0.8656  1.5282  -0.248
N  -0.2626  1.1733  -0.9566  -0.100
H  -2.9404  -0.4828  -1.2897  -0.187
H  -1.2654  1.4127  -0.7355  0.106
C  0.1074  0.4511  2.8524  -0.118
H  0.1663  -1.8773  -2.2691  0.081
H  -0.1382  -0.5240  3.1458  0.042
H  -0.8249  0.8457  -2.8898  0.132
H  1.7534  -1.2149  0.2827  0.053
H  2.6598  -1.5847  -0.8690  -0.020
C  0.4141  0.8845  0.3231  -0.270

Values from the calculation:
lowest unoccupied orbital energy = 0.71 eV
multiplicity = 1
gap between HOMO and LUMO = 9.6691 eV
HOMO = -8.96 eV
structure (SMILES) = CCCNCCS.O
energy above the lowest of the compared OMol25 structures with the same formula, charge and spin = 2.624 eV
calculated total energy = -19798.713 eV
F_max = 4.6 eV Å⁻¹

---

DFT (ωB97M-V/def2-TZVPD) results for a 2-piece molecular cluster, C5H15NOS overall.

Each line ends with the Löwdin charge.
Geometry (Å):
H  1.8260  -2.0137  0.4043  0.080
H  -4.1672  -0.0434  2.2406  0.031
H  3.0699  -0.8765  -0.0599  0.071
H  1.5794  -0.1183  3.0453  -0.151
H  0.2461  -1.0814  -2.2498  0.090
C  -1.6556  -0.2409  -1.7103  -0.096
S  1.0204  1.0385  2.6704  0.700
H  -1.7125  -0.6531  -0.7067  0.056
C  1.0262  -0.0066  0.0342  -0.462
H  -2.2329  -0.8798  -2.3860  0.071
C  1.6405  1.0478  0.9679  -0.542
H  -2.0921  0.7566  -1.6676  0.072
H  1.4803  2.0564  0.6108  0.063
C  2.0247  -1.1437  -0.2328  -0.054
N  0.5240  0.6995  -1.1445  -0.070
H  0.1456  -0.4137  0.5406  0.106
H  1.2904  1.1932  -1.5991  0.113
O  -4.5206  0.3842  3.0302  -0.061
H  -0.1746  0.4829  -3.0759  0.115
H  -3.8164  0.4372  3.6793  0.029
H  2.7247  0.9593  1.0111  0.061
H  1.9696  -1.4939  -1.2581  0.058
C  -0.1957  -0.0904  -2.1439  -0.280

Values from the calculation:
lowest unoccupied orbital energy = 0.67 eV
multiplicity = 1
gap between HOMO and LUMO = 9.5424 eV
HOMO = -8.87 eV
structure (SMILES) = CCN[C@@H](C)CS.O
energy above the lowest of the compared OMol25 structures with the same formula, charge and spin = 0.668 eV
calculated total energy = -19800.669 eV
F_max = 0.9 eV Å⁻¹